{
  "formula": "C64H168N8O24",
  "method": "ωB97M-V with the def2-TZVPD basis set",
  "species": ["C", "O", "C", "C", "N", "C", "C", "O", "C", "H", "H", "H", "H", "H", "H", "H", "H", "H", "H", "H", "H", "H", "H", "H", "C", "O", "C", "C", "N", "C", "C", "O", "C", "H", "H", "H", "H", "H", "H", "H", "H", "H", "H", "H", "H", "H", "H", "H", "C", "O", "C", "C", "N", "C", "C", "O", "C", "H", "H", "H", "H", "H", "H", "H", "H", "H", "H", "H", "H", "H", "H", "H", "C", "O", "C", "C", "N", "C", "C", "O", "C", "H", "H", "H", "H", "H", "H", "H", "H", "H", "H", "H", "H", "H", "H", "H", "C", "O", "C", "C", "N", "C", "C", "O", "C", "H", "H", "H", "H", "H", "H", "H", "H", "H", "H", "H", "H", "H", "H", "H", "C", "O", "C", "C", "N", "C", "C", "O", "C", "H", "H", "H", "H", "H", "H", "H", "H", "H", "H", "H", "H", "H", "H", "H", "C", "O", "C", "C", "N", "C", "C", "O", "C", "H", "H", "H", "H", "H", "H", "H", "H", "H", "H", "H", "H", "H", "H", "H", "C", "O", "C", "C", "N", "C", "C", "O", "C", "H", "H", "H", "H", "H", "H", "H", "H", "H", "H", "H", "H", "H", "H", "H", "C", "C", "O", "H", "H", "H", "H", "H", "H", "C", "C", "O", "H", "H", "H", "H", "H", "H", "C", "C", "O", "H", "H", "H", "H", "H", "H", "C", "C", "O", "H", "H", "H", "H", "H", "H", "C", "C", "O", "H", "H", "H", "H", "H", "H", "C", "C", "O", "H", "H", "H", "H", "H", "H", "C", "C", "O", "H", "H", "H", "H", "H", "H", "C", "C", "O", "H", "H", "H", "H", "H", "H"],
  "coordinates": [[-4.521, 3.413, 6.707], [-3.574, 3.053, 5.701], [-3.586, 1.662, 5.483], [-2.761, 1.429, 4.233], [-3.502, 1.746, 2.988], [-2.621, 1.714, 1.809], [-3.451, 1.957, 0.598], [-3.973, 3.296, 0.782], [-4.495, 3.764, -0.429], [-4.294, 2.903, 7.688], [-5.508, 3.095, 6.380], [-4.532, 4.492, 6.898], [-4.600, 1.340, 5.347], [-3.177, 1.171, 6.317], [-2.413, 0.397, 4.123], [-1.905, 2.079, 4.265], [-3.845, 2.666, 3.120], [-2.079, 0.786, 1.781], [-1.786, 2.436, 1.879], [-4.282, 1.267, 0.543], [-2.858, 1.929, -0.325], [-3.727, 3.550, -1.216], [-4.555, 4.868, -0.394], [-5.499, 3.379, -0.612], [0.210, 5.177, -0.375], [-0.581, 5.810, -1.464], [-1.454, 6.869, -1.047], [-2.439, 7.073, -2.220], [-1.724, 7.386, -3.451], [-2.504, 7.952, -4.454], [-1.621, 8.113, -5.687], [-2.439, 8.458, -6.740], [-1.813, 8.531, -8.086], [-0.387, 4.642, 0.371], [0.683, 5.985, 0.206], [0.893, 4.506, -0.916], [-0.843, 7.768, -0.796], [-2.092, 6.573, -0.198], [-3.055, 7.973, -2.044], [-3.088, 6.146, -2.380], [-1.267, 6.520, -3.752], [-2.887, 8.903, -4.091], [-3.387, 7.387, -4.771], [-1.127, 7.105, -5.915], [-0.801, 8.817, -5.539], [-2.733, 8.578, -8.733], [-1.305, 7.570, -8.220], [-1.150, 9.385, -8.188], [1.237, 2.187, 0.431], [1.603, 0.834, 0.713], [1.710, 0.087, -0.455], [1.827, -1.312, -0.020], [0.684, -1.679, 0.764], [0.469, -3.140, 1.004], [-0.678, -3.379, 1.933], [-0.524, -2.724, 3.172], [-1.565, -3.115, 4.044], [0.300, 2.140, -0.121], [1.999, 2.622, -0.262], [1.090, 2.777, 1.304], [2.580, 0.362, -1.052], [0.842, 0.225, -1.067], [2.758, -1.332, 0.523], [1.978, -2.004, -0.893], [0.671, -1.216, 1.659], [1.367, -3.615, 1.458], [0.319, -3.631, 0.011], [-0.742, -4.430, 2.170], [-1.634, -3.081, 1.482], [-2.498, -3.235, 3.472], [-1.641, -2.322, 4.851], [-1.386, -4.096, 4.585], [-0.923, -1.068, -4.303], [-0.152, -2.258, -4.238], [-0.339, -2.775, -2.930], [-0.106, -4.300, -3.023], [1.265, -4.574, -3.544], [1.442, -5.855, -4.158], [2.871, -6.152, -4.355], [3.482, -5.162, -5.193], [4.853, -5.039, -4.900], [-0.634, -0.398, -3.540], [-2.023, -1.222, -4.232], [-0.681, -0.570, -5.234], [-1.322, -2.603, -2.579], [0.414, -2.249, -2.316], [-0.819, -4.742, -3.716], [-0.286, -4.768, -2.054], [1.488, -3.866, -4.223], [0.988, -6.011, -5.129], [1.037, -6.492, -3.385], [2.990, -7.183, -4.826], [3.421, -6.148, -3.442], [5.070, -3.991, -5.170], [5.492, -5.708, -5.467], [5.060, -5.162, -3.803], [4.582, 4.253, 1.540], [4.236, 3.331, 2.547], [5.304, 2.470, 2.883], [5.016, 1.807, 4.207], [3.936, 0.768, 4.214], [2.592, 1.159, 3.778], [1.518, 0.085, 4.181], [1.757, -0.084, 5.530], [0.892, -1.116, 6.019], [5.025, 3.781, 0.688], [5.264, 5.047, 1.861], [3.662, 4.746, 1.229], [6.232, 3.052, 2.938], [5.439, 1.712, 2.062], [4.801, 2.621, 4.918], [5.916, 1.337, 4.588], [3.892, 0.367, 5.130], [2.554, 1.324, 2.674], [2.269, 2.141, 4.112], [1.606, -0.829, 3.575], [0.505, 0.536, 3.980], [1.024, -2.058, 5.498], [-0.170, -0.861, 5.888], [1.020, -1.295, 7.115], [-7.511, 0.382, -0.012], [-7.666, -0.416, 1.183], [-7.266, 0.324, 2.332], [-6.880, -0.604, 3.470], [-5.467, -1.020, 3.331], [-5.142, -1.930, 2.174], [-5.569, -3.380, 2.421], [-4.796, -4.002, 3.416], [-5.212, -5.315, 3.624], [-7.853, -0.232, -0.835], [-6.510, 0.754, -0.110], [-8.119, 1.254, 0.065], [-8.084, 0.977, 2.680], [-6.452, 1.005, 2.080], [-7.513, -1.503, 3.535], [-7.030, -0.107, 4.459], [-4.903, -0.192, 3.248], [-4.029, -1.972, 2.158], [-5.534, -1.563, 1.225], [-5.456, -3.870, 1.467], [-6.625, -3.521, 2.757], [-4.502, -5.767, 4.296], [-5.213, -5.892, 2.656], [-6.193, -5.398, 4.087], [7.336, 2.901, -4.325], [6.182, 3.133, -5.107], [6.023, 2.093, -6.081], [5.530, 0.827, -5.434], [4.345, 1.017, -4.664], [3.767, -0.265, -4.218], [4.485, -0.835, -3.009], [4.546, 0.226, -2.022], [5.227, -0.173, -0.849], [7.533, 3.781, -3.696], [8.127, 2.599, -5.015], [7.206, 2.042, -3.624], [6.980, 1.958, -6.648], [5.202, 2.472, -6.678], [6.359, 0.412, -4.900], [5.265, 0.165, -6.290], [4.429, 1.694, -3.858], [3.841, -0.987, -5.030], [2.733, -0.178, -4.001], [5.502, -1.168, -3.215], [3.912, -1.617, -2.548], [4.698, -1.011, -0.309], [5.257, 0.692, -0.198], [6.219, -0.389, -1.056], [-0.914, 2.384, -2.744], [-1.415, 2.426, -4.021], [-0.644, 3.215, -4.872], [-1.117, 2.878, -6.276], [-2.560, 3.222, -6.494], [-2.781, 4.647, -6.791], [-4.090, 5.003, -6.150], [-3.920, 4.836, -4.763], [-5.062, 4.678, -4.002], [0.136, 2.122, -2.677], [-1.483, 1.642, -2.149], [-0.989, 3.385, -2.229], [0.441, 3.083, -4.722], [-0.748, 4.310, -4.644], [-1.072, 1.820, -6.578], [-0.508, 3.458, -6.949], [-3.002, 3.102, -5.595], [-2.759, 4.801, -7.875], [-1.929, 5.291, -6.396], [-4.823, 4.258, -6.491], [-4.540, 6.003, -6.368], [-5.780, 3.887, -4.435], [-5.766, 5.582, -4.038], [-4.751, 4.432, -3.033], [-3.771, -1.097, -1.330], [-2.569, -1.404, -0.424], [-1.551, -0.416, -0.442], [-4.532, -1.818, -1.123], [-3.435, -1.135, -2.350], [-4.145, -0.078, -1.069], [-2.177, -2.430, -0.649], [-2.956, -1.423, 0.589], [-0.771, -0.770, 0.024], [-0.722, -6.865, 0.712], [0.762, -7.087, 0.413], [1.503, -6.046, 1.068], [-1.395, -7.491, 0.140], [-0.959, -5.804, 0.521], [-0.935, -7.009, 1.769], [0.967, -7.004, -0.637], [1.070, -8.109, 0.767], [2.074, -5.540, 0.435], [4.052, 4.984, -2.566], [3.192, 4.011, -3.360], [1.810, 4.359, -3.335], [3.454, 5.325, -1.696], [4.409, 5.846, -3.128], [4.876, 4.382, -2.174], [3.215, 3.084, -2.781], [3.453, 3.868, -4.360], [1.718, 5.308, -3.495], [7.383, -1.060, 2.644], [6.035, -1.631, 3.047], [5.008, -1.042, 2.284], [7.448, 0.009, 2.834], [7.476, -1.209, 1.586], [8.180, -1.676, 3.094], [5.887, -1.487, 4.132], [5.972, -2.715, 2.812], [4.477, -0.431, 2.838], [-0.871, -5.910, 7.182], [-0.809, -7.090, 6.185], [-0.910, -6.663, 4.818], [-0.777, -6.392, 8.160], [-1.857, -5.400, 7.173], [-0.130, -5.132, 7.053], [-1.631, -7.727, 6.503], [0.093, -7.681, 6.335], [0.035, -6.528, 4.590], [3.284, -4.103, 4.239], [1.822, -4.425, 4.410], [1.487, -5.773, 4.099], [3.410, -3.076, 4.580], [3.537, -4.140, 3.147], [3.903, -4.760, 4.925], [1.175, -3.625, 3.932], [1.552, -4.325, 5.447], [1.649, -5.899, 3.168], [-3.359, -2.293, 7.661], [-3.922, -2.720, 6.289], [-3.950, -1.579, 5.485], [-2.313, -1.925, 7.571], [-3.409, -3.122, 8.349], [-3.961, -1.409, 7.990], [-4.918, -3.206, 6.380], [-3.332, -3.555, 5.821], [-4.695, -1.545, 4.810], [4.405, -4.486, 0.215], [3.989, -4.533, -1.204], [2.609, -4.862, -1.205], [4.297, -5.460, 0.663], [3.814, -3.755, 0.756], [5.427, -4.126, 0.297], [4.602, -5.249, -1.784], [4.161, -3.555, -1.652], [2.218, -4.769, -2.096]],
  "atomic_forces_ev_per_a": [[0.53, -0.52, 0.58], [-0.51, 1.09, 0.71], [0.38, 0.75, -1.52], [-0.46, -0.51, -0.95], [0.60, -1.16, 0.52], [0.16, 0.18, 1.11], [0.28, 1.40, 0.12], [0.19, -0.64, -0.17], [0.96, 1.06, -0.35], [-0.13, 0.35, -0.85], [-0.34, 0.00, 0.07], [0.26, -0.25, -0.37], [-0.75, -0.49, -0.16], [0.63, -0.93, 1.21], [-0.07, -0.05, 0.39], [0.79, 0.30, 0.39], [-0.49, 1.04, -0.22], [-0.20, -0.83, -0.17], [-0.37, 0.33, -0.10], [-0.27, -0.39, -0.05], [-0.07, -0.14, 0.15], [-1.01, -0.06, 0.06], [-0.12, -0.42, 0.21], [0.04, -0.28, -0.42], [-0.83, 1.34, -1.16], [0.35, -0.73, 1.62], [-0.33, -0.60, -0.60], [0.18, 0.20, -0.31], [1.44, -1.66, 1.82], [-0.40, 0.62, -1.56], [0.63, -1.25, -0.08], [-0.12, 0.85, -2.24], [-2.22, -0.96, 1.68], [-0.41, -0.16, -0.45], [0.43, -0.27, -0.37], [-0.09, 0.42, 0.46], [-0.57, -0.39, -0.24], [0.48, 0.00, 0.15], [-0.09, -0.58, 0.36], [0.58, 1.09, 0.55], [-0.16, 0.46, -0.05], [0.06, 0.39, -0.18], [-0.11, -0.32, 0.04], [-0.39, 0.93, 0.39], [0.05, 0.26, 0.18], [1.32, 0.15, 0.30], [0.19, 0.24, -0.34], [0.04, 0.08, -0.02], [0.50, -1.18, -1.78], [-0.10, 1.44, 0.98], [0.33, 0.31, -0.74], [0.70, -1.30, -0.66], [-1.31, -1.48, 0.20], [1.28, 0.73, -0.49], [-0.56, -0.23, 0.04], [0.20, 0.56, -0.24], [-0.13, 0.09, 1.66], [-0.31, 0.28, -0.12], [-0.37, 0.03, 0.59], [0.24, 0.21, 0.91], [0.14, 0.23, 0.01], [-0.87, 0.17, -0.54], [0.58, -0.50, 0.66], [-0.39, 0.51, 0.70], [0.21, 0.25, 0.17], [-0.26, 0.30, -0.30], [-0.04, 0.24, 0.80], [0.00, -0.66, -0.29], [0.05, 0.05, -0.01], [0.06, 0.30, 0.47], [-0.21, -0.84, -1.15], [0.19, 0.76, -0.84], [-0.20, -0.12, -1.34], [-1.14, 0.24, 0.17], [2.07, -1.45, -0.84], [0.71, 0.61, -0.46], [-0.59, 1.26, 0.42], [-0.37, -0.23, 0.58], [1.27, -1.29, -1.51], [-0.49, -0.70, 0.56], [0.09, 1.42, 0.53], [0.28, 0.83, 1.19], [0.62, -0.22, -0.11], [-0.14, -0.03, -0.32], [-1.06, 0.32, 0.45], [-0.44, -0.46, 0.40], [-0.41, 0.17, -0.13], [0.35, -0.10, 0.17], [0.07, 0.50, -0.10], [-0.87, 0.17, -0.17], [-0.15, -1.14, -0.32], [-0.12, 1.05, 0.50], [0.21, -0.19, 0.99], [0.40, -0.47, 0.09], [0.03, -0.30, -0.17], [-0.13, 0.07, -0.94], [-0.63, 0.49, 0.30], [0.08, 0.31, 0.03], [-0.04, -0.74, -0.93], [-1.01, -0.07, 0.50], [0.67, 0.60, -1.04], [-0.81, -0.13, -1.53], [0.89, 2.44, -1.44], [-1.04, -1.71, 1.34], [-0.38, 0.16, 1.21], [0.29, -0.53, -0.70], [0.14, -0.14, 0.37], [-0.07, -0.05, -0.06], [0.07, -0.06, 0.22], [-0.07, 0.42, 0.61], [-0.19, -0.06, -0.06], [0.22, -0.26, -0.12], [-0.18, -0.13, 0.47], [0.33, -0.63, 0.76], [0.03, 0.19, 0.85], [0.16, -0.09, 0.32], [0.66, -0.46, 0.18], [0.34, -0.17, -0.23], [0.14, 0.29, -0.12], [0.32, 0.38, -0.89], [-0.66, -1.02, 1.22], [0.50, 0.59, -0.51], [-1.15, 0.13, 0.35], [0.73, -0.17, 0.06], [-0.62, -1.19, -0.25], [0.46, 0.07, 1.89], [-1.03, 0.61, 0.52], [0.38, 0.59, -0.17], [0.31, -0.86, -0.81], [0.21, -0.03, -0.25], [0.89, -0.19, -0.27], [-0.81, 0.77, -0.03], [-0.15, -0.08, -0.26], [0.39, -0.08, 0.08], [0.07, 0.32, -0.38], [0.37, -0.12, -0.74], [0.36, 0.54, -0.14], [-0.73, 0.17, -0.18], [0.00, -0.09, -0.01], [0.06, -0.64, -0.52], [0.31, 0.55, -0.59], [0.34, -0.25, 0.19], [-0.05, 0.37, 0.79], [-0.39, 0.21, -0.03], [-0.43, -0.70, 0.54], [0.38, -0.12, 0.04], [-0.47, 1.01, 0.50], [0.13, -0.13, -1.35], [-1.16, 0.39, 1.12], [1.52, 0.37, -0.09], [-0.02, 1.46, 0.90], [0.16, -0.42, -0.70], [-2.40, 0.11, 0.76], [0.18, -0.16, -0.56], [0.56, 0.46, 0.31], [-0.08, 0.41, -0.29], [-0.78, -0.02, 0.24], [0.15, 0.04, -0.61], [0.65, -0.81, 0.56], [0.32, 0.07, 0.59], [0.17, -1.26, -1.38], [0.01, -0.02, -0.18], [-1.10, 0.41, 0.31], [0.13, -0.16, -0.16], [-0.28, -0.87, 0.01], [0.68, 0.72, -0.53], [-0.28, 0.15, 0.31], [2.10, -0.93, -0.49], [-0.51, 0.64, 2.36], [-0.20, -0.38, -0.32], [0.36, 0.41, -0.60], [-1.12, 0.29, -0.36], [0.91, 0.56, -0.05], [1.45, 0.29, 0.14], [-1.17, 0.41, -0.20], [0.78, 0.19, 0.17], [-3.05, 0.39, -2.27], [0.48, -0.24, -0.32], [0.22, 0.32, -0.35], [-0.06, -0.67, -0.41], [-0.33, -0.51, -0.16], [-0.41, -0.57, -0.18], [0.61, 0.26, 0.62], [0.18, 0.14, -0.62], [-0.06, -0.44, 0.27], [-0.35, 0.06, 0.05], [-1.02, -0.54, -0.15], [-0.09, 0.01, -0.09], [0.70, -0.44, -0.03], [1.23, 0.48, 0.61], [1.17, -0.60, 0.38], [0.13, -0.27, 1.41], [1.33, 1.30, 0.97], [-0.18, -0.34, 0.41], [-0.65, 0.15, -1.04], [-0.55, -0.48, -0.08], [-0.22, 0.10, -0.68], [0.18, -0.78, -0.47], [-0.12, 0.71, 0.08], [-0.09, -0.33, 0.32], [0.26, -0.42, 0.18], [0.29, 0.76, 0.09], [-0.19, -0.04, 0.82], [0.55, -0.07, 0.20], [0.00, -0.23, -0.21], [0.00, -0.42, -0.20], [0.06, -0.17, 0.18], [0.03, -0.17, -0.71], [-0.01, 0.94, -0.23], [-0.87, -0.81, 0.16], [-0.28, -0.33, 0.36], [-1.00, 0.37, 2.08], [-0.38, 0.51, 0.10], [0.35, -0.09, -0.41], [0.05, -0.05, 0.00], [0.29, 0.47, -0.05], [0.09, -0.30, -0.43], [1.01, -0.37, -1.49], [-0.04, -0.16, 0.03], [-0.04, -0.97, 0.13], [-0.16, -0.27, 0.07], [-0.48, 0.24, -0.28], [0.21, -0.03, 0.31], [0.12, 0.07, -0.75], [-0.07, 0.65, 0.13], [-0.19, -0.13, -0.30], [0.35, 0.40, 0.40], [0.24, -0.06, 0.31], [-0.73, -0.59, 0.05], [-0.42, 1.21, 0.17], [0.28, -0.78, 0.99], [0.16, 0.41, 0.20], [0.41, -0.40, -0.22], [0.43, -0.05, -0.09], [-0.29, -0.23, -0.62], [0.27, 0.06, 0.01], [-0.53, 0.43, -0.45], [0.30, -0.44, 0.04], [-0.76, 0.95, 0.30], [0.27, 0.37, 0.09], [0.22, 0.17, -0.10], [0.26, -0.19, 1.03], [-0.45, 0.57, -1.22], [0.68, -1.35, -0.09], [0.02, -0.03, 0.71], [0.03, -0.28, -1.01], [-0.24, 0.80, -0.97], [0.04, -0.84, 0.12], [-0.44, 0.43, -0.39], [-0.55, -0.39, -0.03], [0.03, -0.10, 0.48], [0.37, -0.86, 0.05], [0.20, 0.57, 0.24], [-0.01, 0.73, 0.37], [0.75, -0.35, 0.32], [0.63, 0.46, 0.48], [-0.24, 0.01, -0.64], [0.43, -0.25, 0.43], [0.10, -0.34, 0.39], [-0.30, 0.07, 0.15], [0.29, -0.23, 0.08], [-0.32, 0.03, 0.28], [-0.12, 0.20, -0.24], [-0.23, 0.34, -0.50]],
  "mulliken_charge": [-0.7388, -0.4091, -0.9458, -0.3436, 0.0038, -0.6338, 2.9833, -0.6289, -0.3233, 0.2680, 0.2951, 0.2705, 0.2723, 0.6458, 0.1015, 0.6224, 0.3205, -0.4361, 0.3565, -1.1533, -0.9519, -0.2014, 0.4590, 0.2677, -0.5798, 0.0377, -0.7062, -0.2153, -0.0704, -0.4241, -0.2932, -0.3407, -0.7255, 0.2769, 0.4813, -0.1743, 0.3120, 0.3514, 0.4835, -0.1875, 0.0633, 0.5262, -0.0186, -0.0669, 0.4669, 0.2269, 0.3108, 0.2778, -0.7473, 0.5939, -0.3529, 0.6925, 0.4269, 2.3674, -1.9097, 1.3475, -0.3697, -0.1398, 0.0182, 0.5791, 0.3269, -0.4603, -0.3043, -0.6634, -0.1681, -0.6570, -1.3398, 0.8366, -0.0135, 0.1219, -0.4481, -0.2095, -0.3648, -0.5133, 0.1065, -1.1222, -0.0064, -0.9509, -0.1159, -0.3280, -0.2884, -0.1257, 0.3271, 0.2888, 0.3323, 0.1818, 0.6086, -0.0469, 0.1692, 0.4197, 0.4328, 0.3253, -0.0314, 0.1133, 0.2912, 0.1510, -0.9052, -0.2546, 0.3193, -1.3004, -0.2099, -0.5383, 1.4458, -0.6252, -0.1563, 0.3880, 0.3879, 0.1553, 0.5586, -0.3803, 0.4185, 0.5439, 0.2340, -0.1457, 0.6500, -0.4905, -0.2016, -0.1637, -0.0311, 0.4182, -0.4116, -0.3969, -0.1571, -1.2337, 0.3620, 1.6501, -1.4672, -0.0015, -0.8999, 0.2709, -0.0439, 0.3802, 0.5167, 0.0068, 0.4692, 0.3484, -0.4900, -1.4342, 0.4086, 0.5581, 0.3663, 0.2220, 0.3050, 0.2863, -0.5877, -0.2694, -0.9999, -0.3624, 0.2599, -1.5315, 0.8551, 0.0610, -0.6749, 0.2314, 0.3703, 0.1166, 0.3793, 0.3661, 0.2840, 0.3934, -0.0985, 0.5445, 0.2452, 0.5927, -0.9886, -0.2235, -0.0474, 0.9339, 0.5039, -0.5304, 1.4698, -1.2154, -0.4304, 0.3023, -1.0663, 0.2179, -0.3690, 0.0377, -0.4309, -0.1331, -0.0117, -0.7602, 0.2672, 0.4358, 0.2714, 0.4813, -0.3363, 0.4373, 0.4064, 0.3080, 0.2680, -0.3060, -1.2125, 1.2130, 1.9019, 0.5131, 0.0654, -0.0999, -0.0024, -0.6955, -0.9032, -0.8297, 0.0572, -0.2691, 0.4906, 0.0143, 0.2444, -0.1400, 0.3397, -0.0820, -1.3164, 0.5997, -0.1686, 0.3081, 0.3807, 0.2639, -0.6700, 0.6016, 0.1120, -1.3190, -0.1719, 0.3399, 0.2536, 0.2647, 0.3595, 0.2821, 0.2463, -0.2151, -0.6684, -0.4543, -0.3394, 0.4679, 0.0236, 0.1462, 0.3742, 0.3256, 0.2458, -0.8155, 1.3465, -0.6510, 0.2250, -0.1525, 0.3651, -1.3761, 0.5357, 0.3058, -1.3091, 0.2031, -0.0055, 0.1192, 0.4357, 0.3236, 0.3576, -0.1127, 0.2044, -1.6587, 1.2579, -0.3531, 0.5272, -0.2060, 0.5741, 0.3527, -0.4036, 0.1408],
  "e_lumo_ha": 0.021,
  "fmax_ev_per_a": 3.82,
  "homo_lumo_gap_ev": 9.03,
  "e_above_lowest_ev": 0.000
}